[1]
{
  "formula": "C16H50AsF6O8",
  "method": "ωB97M-V/def2-TZVPD",
  "gap_ev": 7.9,
  "largest_force_ev_per_a": 3.017,
  "total_charge": 1,
  "symbols": ["O", "H", "H", "H", "O", "H", "H", "H", "As", "F", "F", "F", "F", "F", "F", "C", "C", "O", "H", "H", "H", "H", "H", "H", "C", "C", "O", "H", "H", "H", "H", "H", "H", "C", "C", "C", "O", "H", "H", "H", "H", "H", "H", "H", "H", "C", "C", "C", "O", "H", "H", "H", "H", "H", "H", "H", "H", "C", "C", "C", "O", "H", "H", "H", "H", "H", "H", "H", "H", "C", "C", "C", "O", "H", "H", "H", "H", "H", "H", "H", "H"],
  "positions_angstrom": [[4.377, 0.150, 2.524], [4.519, -0.156, 1.607], [4.004, -0.576, 3.062], [3.660, 0.851, 2.543], [-0.341, -4.317, -0.858], [-1.047, -4.270, -0.101], [0.233, -5.095, -0.763], [-0.742, -4.334, -1.744], [1.128, -0.122, -0.023], [0.279, 0.200, -1.472], [1.558, 1.559, 0.168], [1.980, -0.516, 1.483], [0.813, -1.821, -0.239], [2.661, -0.344, -0.857], [-0.271, 0.106, 0.959], [-2.023, 0.504, -3.891], [-2.910, 0.665, -5.117], [-4.290, 0.561, -4.752], [-1.008, 0.164, -4.107], [-2.402, -0.209, -3.155], [-1.948, 1.460, -3.365], [-2.701, -0.125, -5.836], [-2.798, 1.653, -5.570], [-4.397, 1.046, -3.929], [0.578, -1.319, 4.737], [0.683, -2.632, 4.030], [1.336, -3.623, 4.839], [0.252, -1.467, 5.766], [-0.208, -0.780, 4.199], [1.460, -0.683, 4.743], [1.233, -2.678, 3.075], [-0.241, -3.072, 3.625], [1.602, -4.393, 4.332], [1.115, 3.936, 3.277], [2.382, 3.188, 3.659], [2.122, 2.283, 4.863], [2.806, 2.447, 2.503], [0.750, 4.542, 4.102], [0.369, 3.236, 2.890], [1.323, 4.577, 2.415], [3.192, 3.847, 3.981], [2.888, 1.520, 5.032], [1.176, 1.776, 4.660], [2.075, 2.855, 5.787], [2.178, 2.581, 1.782], [-2.897, -2.068, 1.014], [-3.283, -3.511, 1.267], [-4.700, -3.831, 0.868], [-2.370, -4.482, 0.626], [-3.285, -1.623, 0.099], [-1.819, -1.902, 1.066], [-3.288, -1.540, 1.885], [-3.025, -3.700, 2.313], [-5.445, -3.212, 1.374], [-5.015, -4.830, 1.177], [-4.801, -3.615, -0.195], [-2.565, -5.337, 1.023], [-3.284, 4.344, 0.156], [-2.291, 4.870, -0.865], [-0.853, 4.465, -0.531], [-2.630, 4.461, -2.194], [-4.228, 4.882, 0.131], [-2.776, 4.431, 1.114], [-3.477, 3.289, -0.042], [-2.282, 5.965, -0.885], [-0.543, 3.421, -0.640], [-0.675, 4.741, 0.511], [-0.180, 4.952, -1.243], [-2.036, 4.908, -2.804], [2.675, -2.369, -4.019], [3.760, -1.368, -4.443], [3.753, -1.171, -5.945], [3.531, -0.098, -3.870], [2.353, -2.331, -2.970], [2.999, -3.394, -4.208], [1.731, -2.137, -4.522], [4.721, -1.805, -4.143], [2.996, -0.502, -6.344], [3.779, -2.132, -6.465], [4.723, -0.745, -6.227], [3.319, -0.200, -2.935]],
  "forces_ev_per_a": [[0.0, -0.3, 0.5], [-0.3, 0.0, -0.1], [0.1, -0.3, -0.2], [-0.6, 1.4, -0.4], [0.6, -0.1, -0.3], [-1.2, -0.2, 0.3], [0.1, 0.1, 0.0], [-0.1, 0.2, 0.0], [0.5, 0.1, 0.0], [0.0, 0.1, 0.0], [-0.1, -0.1, 0.1], [0.3, 0.0, 0.0], [-0.2, -0.1, 0.2], [-0.2, 0.0, 0.1], [-0.2, -0.1, -0.2], [0.4, 0.4, 0.4], [-0.4, -0.1, 0.6], [0.0, -0.3, 0.0], [0.0, 0.2, -0.2], [-0.3, -0.1, -0.3], [0.1, 0.0, 0.0], [-0.2, 0.1, -0.2], [0.5, -0.2, -0.2], [-0.1, 0.1, 0.0], [-0.8, 0.1, -0.4], [1.1, -2.3, -1.6], [-0.1, 0.4, 0.9], [0.0, -0.1, 0.0], [0.1, 0.3, 0.2], [0.2, -0.3, -0.1], [0.3, 1.2, 0.1], [-0.7, 0.5, 0.9], [-0.1, 0.1, -0.2], [0.6, 0.2, -0.6], [-0.2, 0.0, 0.7], [-0.3, -0.5, -0.6], [0.7, -0.9, 0.3], [-0.2, -0.1, -0.1], [-0.2, -0.1, 0.5], [0.1, 0.3, 0.2], [0.0, 0.3, -0.6], [0.1, 0.1, -0.2], [0.0, -0.1, 0.4], [-0.2, 0.1, -0.1], [0.0, -0.3, -0.1], [0.4, -0.2, 0.3], [0.5, 0.1, 0.8], [-0.4, 0.1, 0.4], [0.5, 0.3, -0.8], [-0.1, -0.1, 0.0], [0.0, -0.1, -0.1], [-0.2, 0.3, -0.2], [-0.7, 0.1, 0.2], [0.4, 0.4, 0.1], [0.3, -0.2, -0.5], [-0.2, -0.5, -0.1], [0.1, -0.1, -0.1], [0.4, -0.1, -0.6], [0.7, 0.0, -0.6], [0.3, -0.1, -0.2], [-0.4, -0.4, 0.2], [0.0, 0.0, 0.1], [-0.5, 0.0, 0.3], [0.0, 0.0, 0.0], [-0.2, 0.0, 0.4], [-0.8, -0.2, 0.1], [0.5, 0.3, -0.2], [0.1, 0.4, 0.4], [0.0, 0.0, 0.0], [-0.7, 0.1, 0.2], [-1.1, -0.4, 0.1], [1.6, -0.3, -0.4], [0.2, 0.2, 0.2], [0.7, 0.2, 0.2], [-0.1, 0.0, -0.3], [0.2, -0.2, -0.4], [0.1, 0.3, 0.0], [-0.4, -0.2, 0.3], [-0.5, 0.0, 0.0], [-0.1, 0.3, 0.0], [0.0, 0.0, 0.0]]
}

=====

[2]
{
  "formula": "C16H50F8N3O23S4Y",
  "method": "ωB97M-V/def2-TZVPD",
  "gap_ev": 8.1,
  "largest_force_ev_per_a": 7.935,
  "total_charge": 0,
  "e_above_lowest_ev": 0.000,
  "symbols": ["Y", "C", "F", "F", "F", "S", "O", "O", "O", "C", "F", "F", "F", "S", "O", "O", "O", "N", "S", "O", "O", "F", "S", "O", "O", "F", "O", "H", "H", "O", "H", "H", "O", "H", "H", "O", "H", "H", "O", "H", "H", "C", "C", "O", "O", "H", "H", "H", "H", "H", "H", "C", "C", "O", "O", "H", "H", "H", "H", "H", "H", "C", "C", "O", "O", "H", "H", "H", "H", "H", "H", "C", "C", "C", "O", "C", "N", "H", "H", "H", "H", "H", "H", "H", "H", "H", "H", "H", "C", "C", "C", "O", "C", "N", "H", "H", "H", "H", "H", "H", "H", "H", "H", "H", "H"],
  "positions_angstrom": [[-0.692, 0.123, -3.600], [-4.120, 2.399, -5.297], [-5.103, 2.669, -6.143], [-3.872, 3.465, -4.532], [-4.469, 1.394, -4.511], [-2.547, 1.998, -6.282], [-2.914, 1.380, -7.543], [-1.795, 3.227, -6.402], [-1.879, 1.015, -5.369], [-5.011, -2.089, -3.411], [-4.638, -2.092, -2.147], [-5.563, -3.232, -3.734], [-5.870, -1.111, -3.603], [-3.513, -1.802, -4.549], [-2.759, -0.713, -3.875], [-2.712, -3.016, -4.569], [-4.023, -1.442, -5.851], [-1.230, 0.871, -1.556], [-2.536, 1.195, -0.706], [-2.732, 2.564, -0.314], [-3.017, 0.136, 0.126], [-3.517, 1.056, -1.951], [-0.251, 1.052, -0.107], [-0.325, -0.011, 0.842], [-0.057, 2.352, 0.424], [1.100, 0.720, -0.853], [-0.128, 2.503, -3.790], [0.383, 3.121, -4.325], [-0.140, 2.910, -2.895], [3.293, 2.031, -1.579], [3.886, 1.778, -0.859], [3.562, 2.927, -1.815], [1.632, 3.568, 2.388], [1.466, 4.460, 2.710], [0.984, 3.442, 1.678], [-0.579, -1.819, -2.375], [-0.904, -2.169, -1.506], [0.087, -2.466, -2.654], [1.740, 0.421, -3.320], [2.217, 1.130, -2.835], [2.415, -0.246, -3.509], [-1.666, 2.615, 3.531], [-2.063, 3.883, 2.772], [-2.167, 4.972, 3.645], [-2.721, 2.246, 4.429], [-0.777, 2.822, 4.132], [-1.498, 1.763, 2.871], [-3.020, 3.726, 2.263], [-1.350, 4.023, 1.956], [-2.960, 4.990, 4.177], [-2.616, 2.748, 5.240], [1.396, 5.098, -1.893], [1.948, 5.368, -0.513], [0.997, 6.044, 0.294], [0.179, 4.334, -1.818], [2.102, 4.622, -2.572], [1.137, 6.052, -2.364], [2.859, 5.963, -0.625], [2.210, 4.427, -0.021], [1.464, 6.535, 0.974], [-0.346, 4.788, -1.143], [-3.244, -3.701, 0.796], [-2.165, -4.079, -0.208], [-1.059, -3.175, -0.069], [-2.936, -4.262, 2.067], [-4.182, -4.185, 0.506], [-3.460, -2.633, 0.830], [-2.496, -4.026, -1.248], [-1.893, -5.126, -0.042], [-0.846, -3.132, 0.877], [-2.335, -3.674, 2.566], [2.425, -2.108, 0.361], [3.865, -1.729, -0.030], [4.694, -1.578, 1.255], [5.996, -1.195, 0.875], [6.944, -1.371, 1.890], [4.333, -2.702, -1.017], [1.739, -2.015, -0.473], [2.171, -1.374, 1.132], [2.495, -3.094, 0.820], [3.893, -0.758, -0.533], [4.678, -2.510, 1.832], [4.201, -0.796, 1.842], [7.036, -2.421, 2.193], [6.797, -0.742, 2.773], [7.939, -1.121, 1.516], [4.351, -3.646, -0.632], [5.333, -2.541, -1.154], [-0.838, -2.044, 5.037], [-0.133, -2.156, 3.687], [0.582, -3.499, 3.472], [1.841, -3.473, 4.106], [2.537, -4.699, 4.053], [-1.147, -2.055, 2.598], [-1.121, -0.992, 5.146], [-0.155, -2.224, 5.872], [-1.707, -2.671, 5.236], [0.593, -1.344, 3.588], [0.759, -3.670, 2.403], [-0.114, -4.281, 3.802], [3.555, -4.566, 4.421], [2.697, -5.073, 3.036], [2.014, -5.398, 4.707], [-1.865, -1.484, 3.047], [-0.752, -1.393, 1.928]],
  "forces_ev_per_a": [[-1.9, 0.9, -2.2], [0.9, -0.1, -0.6], [-0.1, 0.1, 0.1], [-0.2, 0.1, 0.0], [-0.2, 0.0, -0.1], [0.6, -0.6, -1.7], [-0.2, 0.5, 1.5], [-0.4, -0.1, 0.6], [0.9, 0.2, 0.3], [1.5, 0.8, -1.3], [0.2, -0.2, 0.8], [-0.4, -0.7, 0.0], [-0.5, 0.4, 0.0], [0.6, -1.1, -1.9], [0.2, -0.1, 1.1], [-0.4, 0.2, 0.8], [-0.3, 0.2, 1.3], [2.0, 1.3, 4.8], [-7.7, 0.6, -2.0], [1.2, -1.1, 0.1], [1.2, 0.5, 0.2], [0.5, 0.3, 0.2], [3.8, -1.4, -0.4], [-0.6, 0.4, -0.9], [-0.6, 0.2, -0.8], [-0.3, 0.1, -0.1], [0.3, -0.5, 1.1], [-0.4, -0.1, -0.4], [-0.1, 0.4, -0.3], [0.2, 0.3, -0.2], [-0.1, -0.1, -0.1], [0.0, -0.1, 0.0], [0.0, 0.1, -0.2], [-0.1, -0.1, 0.1], [0.1, 0.0, 0.3], [0.9, -0.3, -0.2], [0.0, 0.0, 0.3], [-0.3, -0.2, 0.2], [0.1, -0.5, -0.6], [-0.2, -0.2, 0.1], [-0.1, 0.1, 0.1], [-0.5, 0.5, 0.5], [-0.7, -1.5, -0.3], [1.2, 1.1, 0.1], [-0.1, -0.2, -0.1], [0.2, -0.1, -0.3], [0.0, 0.1, -0.1], [0.0, -0.2, 0.1], [0.2, 0.7, 0.3], [-0.4, -0.5, -0.2], [0.0, 0.0, 0.0], [-1.2, 0.8, 0.1], [0.8, -0.4, 0.0], [-0.3, 0.0, -0.4], [0.6, 0.1, 0.1], [0.1, -0.4, 0.2], [0.2, 0.1, 0.0], [0.0, 0.0, 0.0], [0.1, -0.1, -0.1], [-0.1, 0.0, 0.0], [-0.3, -0.3, -0.1], [-0.5, -1.0, 0.0], [-0.5, 0.4, 0.0], [0.4, -0.5, -0.5], [0.1, 0.2, 0.4], [0.1, 0.0, -0.1], [0.4, 0.1, 0.0], [-0.1, 0.3, 0.1], [0.3, 0.1, 0.2], [-0.1, 0.3, -0.1], [-0.3, 0.0, -0.6], [1.3, 1.1, 0.5], [-0.6, -0.6, 0.0], [-0.5, 0.1, -0.9], [0.0, -0.1, 0.1], [1.0, -0.2, 0.2], [1.2, -0.1, 0.1], [-0.1, -0.3, 0.0], [-0.6, -0.3, 0.0], [-0.5, -0.1, -0.2], [-0.1, 0.1, 0.0], [0.2, -0.1, 0.0], [0.2, 0.0, 0.3], [-0.4, 0.0, 0.1], [-0.4, 0.0, 0.0], [-0.2, 0.2, -0.3], [-0.5, 0.1, 0.1], [-0.2, 0.2, -0.3], [0.8, 0.8, 0.6], [-0.2, -1.1, -0.3], [0.1, 0.6, -0.2], [0.1, 0.1, 0.2], [0.2, 0.1, 0.3], [0.5, 1.0, 1.0], [-0.3, -0.1, 0.1], [0.2, -0.1, -0.2], [0.0, -0.2, -0.6], [0.1, -0.1, 0.2], [-0.2, 0.1, -0.2], [0.3, -0.3, 0.3], [-0.2, 0.3, 0.3], [-0.6, -0.1, -0.1], [0.1, -0.5, -0.3], [-0.4, -0.2, -0.5], [-0.4, -0.5, 0.0]]
}